[1]
# C42H94F6N5P

A 6-piece molecular cluster, C42H94F6N5P overall (wB97M-V/def2-TZVPD, OMol25).

Structure (XYZ):
```
148
C42H94F6N5P (wB97M-V/def2-TZVPD)
P 13.51089 -2.08536 30.07534
F 14.12513 -3.26287 31.12914
F 12.72337 -3.20050 29.31785
F 12.38683 -1.74885 31.14735
F 12.80447 -0.91065 29.13730
F 14.27996 -0.88803 30.89661
F 14.82168 -2.30813 29.14217
C 8.81894 1.44875 36.19873
C 10.02370 1.50533 35.24821
C 11.37026 1.38425 35.94289
N 12.54495 1.38986 34.91380
C 12.63227 2.51628 33.84498
C 13.84900 1.32333 35.80192
C 14.05718 -0.21567 36.11135
C 12.97762 -1.08663 35.29828
C 12.55686 -0.00466 34.24964
H 8.01413 1.05721 35.57657
H 8.67236 2.43148 36.64690
H 9.08029 0.69968 36.94619
H 10.11232 2.42062 34.66298
H 9.82854 0.65545 34.59420
H 11.56741 0.50462 36.55565
H 11.50911 2.25272 36.58678
H 13.53111 2.65234 33.24360
H 12.48599 3.41889 34.43829
H 11.86339 2.38861 33.08300
H 14.66031 1.51520 35.09974
H 13.70251 2.00408 36.64051
H 15.08905 -0.35586 35.78934
H 14.16566 -0.45764 37.16860
H 13.35530 -1.99475 34.82842
H 12.03617 -1.32618 35.79263
H 13.27348 0.07537 33.43223
H 11.59915 -0.26120 33.79678
C 13.53411 2.35302 29.85676
C 14.07095 3.75255 30.08292
C 13.22107 4.85685 30.74278
N 13.84045 6.28278 30.66333
C 15.18737 6.30398 31.51250
C 12.82167 7.25860 31.08904
C 13.09262 8.57952 30.41121
C 14.03283 8.26553 29.22015
C 14.21728 6.69267 29.21725
H 13.30554 2.15514 28.80952
H 12.60561 2.23716 30.41583
H 14.26739 1.57163 30.05630
H 14.27939 4.08952 29.06749
H 14.97305 3.59570 30.67428
H 13.03548 4.59076 31.78338
H 12.30552 4.80431 30.15362
H 15.19301 5.40217 32.12472
H 15.12368 7.20332 32.12505
H 16.07402 6.22713 30.88318
H 12.75434 7.36118 32.17212
H 11.90279 6.86602 30.65356
H 13.68917 9.12404 31.14314
H 12.15142 9.08031 30.18438
H 14.99827 8.71542 29.45172
H 13.57024 8.67238 28.32094
H 15.14352 6.16660 28.98614
H 13.40351 6.38148 28.56223
C 13.64046 -9.05678 32.45715
C 13.31402 -7.58811 32.30273
C 11.91712 -7.22944 32.73854
N 11.47358 -5.69383 32.62055
C 12.52062 -4.95634 33.48760
C 10.09318 -5.57089 33.31298
C 9.43368 -4.30375 32.72258
C 10.13459 -4.15647 31.31140
C 11.22145 -5.22685 31.15213
H 14.71810 -9.12674 32.30914
H 13.28867 -9.57258 31.56368
H 13.29667 -9.67468 33.28667
H 13.46769 -7.34501 31.25135
H 14.05567 -6.98918 32.83126
H 11.91540 -7.52621 33.78737
H 11.18975 -7.74361 32.11032
H 12.43321 -3.87239 33.56184
H 13.47346 -5.07308 32.97130
H 12.38939 -5.36730 34.48860
H 10.22236 -5.49570 34.39269
H 9.53997 -6.47887 33.07288
H 9.77987 -3.54499 33.42439
H 8.34434 -4.27842 32.69465
H 10.50091 -3.14313 31.14692
H 9.40683 -4.34627 30.52244
H 12.11322 -4.89142 30.62267
H 10.84353 -6.09025 30.60456
C 16.86317 0.93880 32.71190
C 17.66751 -0.23345 32.13030
C 17.20589 -1.64977 32.36589
N 18.13093 -2.83316 31.96461
C 17.48097 -4.07995 32.55394
C 18.40717 -5.34738 32.53616
C 19.82822 -5.08125 33.00340
C 20.43077 -3.92460 32.29586
C 19.55724 -2.60383 32.39552
C 18.10841 -2.96425 30.42608
H 15.80203 0.85033 32.47900
H 17.23468 1.86663 32.27692
H 17.08323 1.08127 33.76990
H 18.70769 -0.00725 32.36473
H 17.53465 -0.00030 31.07385
H 16.22834 -1.80390 31.90901
H 16.99274 -1.78753 33.42593
H 17.18356 -3.99668 33.59927
H 16.50223 -4.27814 32.11702
H 18.00801 -6.09338 33.22337
H 18.40623 -5.85468 31.57141
H 19.97382 -4.80964 34.04893
H 20.41085 -5.98499 32.82481
H 21.36816 -3.54287 32.70044
H 20.40058 -4.12892 31.22560
H 19.52231 -2.36880 33.45930
H 19.94040 -1.73857 31.85458
H 18.75961 -2.30876 29.84782
H 17.08037 -2.92982 30.06547
H 18.48713 -3.96288 30.20835
C 12.70496 -9.27914 27.41702
C 13.11706 -7.78573 27.40531
C 14.59995 -7.65932 27.03279
N 15.20624 -6.16315 27.11038
C 16.48607 -6.18549 26.33306
C 16.33879 -6.13482 24.78526
C 15.48862 -4.95055 24.33412
C 14.11618 -5.05964 25.12161
C 14.35972 -5.00661 26.65072
C 15.54973 -5.79100 28.60006
H 12.82913 -9.56061 26.37134
H 11.68343 -9.52260 27.70912
H 13.37491 -10.02239 27.84929
H 12.89166 -7.51061 28.43565
H 12.41811 -7.15307 26.85821
H 14.60276 -7.96448 25.98638
H 15.13208 -8.39486 27.63605
H 17.00817 -7.07314 26.69026
H 17.10452 -5.36217 26.69050
H 16.06079 -7.07553 24.30999
H 17.37212 -6.02054 24.45775
H 15.28385 -5.04073 23.26733
H 15.82265 -3.91666 24.42128
H 13.58954 -5.98211 24.87711
H 13.46968 -4.22655 24.84574
H 13.37772 -5.09851 27.11475
H 14.79491 -4.08576 27.03900
H 14.56718 -5.61995 29.03986
H 16.15815 -4.89707 28.73725
H 16.08865 -6.63244 29.03553
```

The calculation puts the HOMO-LUMO gap (alpha / beta) at 0.3669 / 0.0628 Eh. The calculation puts the LUMO energy (alpha / beta) at -10.3924 / -18.6677 eV. Its multiplicity is 2. The strongest force on any atom comes out at 3.04 eV/Å. The HOMO energy (alpha / beta) is -0.749 / -0.749 hartree. Its net charge is +5.



[2]
# C42H94NO4

A 6-piece molecular cluster, C42H94NO4 overall (wB97M-V/def2-TZVPD, OMol25).

Structure (XYZ):
```
141
C42H94NO4 (wB97M-V/def2-TZVPD)
C 2.32527 -0.96259 7.87851
C 1.34292 -1.97568 7.31058
O 1.66668 -2.49700 6.03622
C 1.78260 -1.55657 4.99598
C 0.57663 -0.65615 4.84308
C 0.09147 -0.55650 3.41207
N -1.24110 0.12039 3.45174
C -1.27480 1.32106 4.37727
C -2.06743 1.06376 5.64791
C -3.40796 0.33969 5.42894
C -3.60170 -0.85011 6.36924
C -2.91049 -2.14379 5.97456
O -2.88420 -2.33391 4.54847
C -1.88438 -3.16720 4.13906
O -1.98823 -3.89941 3.15714
C 0.17031 1.68434 4.71610
O 0.87838 0.64977 5.34678
H 2.67558 -0.23398 7.16205
H 1.80658 -0.40424 8.65088
H 3.14969 -1.45280 8.37370
H 1.33823 -2.83345 7.96802
H 0.32978 -1.56960 7.35188
H 1.88754 -2.14037 4.08775
H 2.69126 -0.97728 5.11348
H -0.27153 -1.01815 5.42069
H -0.03742 -1.56442 3.03980
H 0.78021 -0.05727 2.74442
H -1.44031 0.45200 2.50988
H -1.96257 -0.58168 3.65546
H -1.67924 2.15481 3.82230
H -2.27498 2.04569 6.05392
H -1.44444 0.58136 6.39083
H -4.21017 1.01768 5.67709
H -3.53629 0.01539 4.40490
H -4.66573 -1.05193 6.40509
H -3.31612 -0.59736 7.38194
H -3.48271 -2.96209 6.39540
H -1.91117 -2.25046 6.39100
H -0.93873 -3.11788 4.70339
H 0.69195 2.04583 3.83135
H 0.12088 2.51996 5.40228
C 1.25298 2.43979 0.32803
C 2.61486 2.38676 1.01374
C 3.77378 2.73356 0.08474
C 3.94599 1.79237 -1.10731
C 4.14844 0.32086 -0.74987
C 5.41155 0.05975 0.06644
H 1.18143 1.71110 -0.48004
H 0.45503 2.21811 1.04866
H 1.05780 3.42763 -0.08908
H 2.76244 1.39213 1.45121
H 2.61998 3.09292 1.84979
H 4.69785 2.76055 0.66734
H 3.62918 3.74993 -0.29310
H 4.80220 2.13522 -1.69502
H 3.07878 1.87693 -1.76737
H 4.20536 -0.25275 -1.67842
H 3.27612 -0.06213 -0.20931
H 6.29765 0.40269 -0.46951
H 5.53172 -1.00661 0.26073
H 5.38272 0.56732 1.03245
C 1.79813 -2.28209 -7.19186
C 2.98587 -1.40793 -7.58301
C 4.15122 -1.48626 -6.59930
C 3.84089 -1.01431 -5.17818
C 3.33032 0.42123 -5.06319
C 4.33073 1.46497 -5.55101
H 1.36417 -1.96997 -6.24005
H 1.01493 -2.21735 -7.94819
H 2.09398 -3.32926 -7.10473
H 2.65482 -0.37144 -7.69836
H 3.34611 -1.72244 -8.56527
H 4.98880 -0.90822 -6.99908
H 4.50050 -2.52190 -6.54813
H 4.75212 -1.11243 -4.57872
H 3.10864 -1.68692 -4.72139
H 3.10301 0.61817 -4.01007
H 2.38720 0.53700 -5.60618
H 5.27048 1.39179 -4.99933
H 3.93663 2.47296 -5.40815
H 4.55013 1.34837 -6.61276
C -6.19142 -8.48040 9.58690
C -6.09275 -7.06773 9.01851
C -5.12461 -6.95198 7.84219
C -3.66960 -7.29247 8.16831
C -3.04871 -6.46012 9.28846
C -2.98738 -4.96940 8.97129
H -5.23710 -8.82293 9.98909
H -6.91990 -8.51891 10.39693
H -6.50909 -9.18721 8.81837
H -5.80784 -6.37225 9.81316
H -7.08346 -6.75360 8.68094
H -5.18113 -5.93640 7.43667
H -5.46197 -7.61274 7.03845
H -3.07187 -7.16715 7.25933
H -3.59234 -8.34998 8.43140
H -2.03383 -6.82352 9.46655
H -3.59444 -6.61163 10.22256
H -2.41409 -4.79369 8.05563
H -2.50187 -4.42252 9.78145
H -3.98441 -4.54387 8.83932
C 0.83785 3.51273 -3.11222
C 0.43487 3.68233 -4.57286
C 1.20473 4.78656 -5.29232
C 1.00665 6.19324 -4.72860
C -0.44535 6.66638 -4.69454
C -1.08714 6.75066 -6.07708
H 0.62416 4.40907 -2.52644
H 0.29067 2.68374 -2.65844
H 1.90518 3.29616 -3.02830
H -0.64142 3.86507 -4.63673
H 0.61482 2.73976 -5.09832
H 0.92380 4.77648 -6.34889
H 2.27319 4.54837 -5.26427
H 1.59495 6.89278 -5.32945
H 1.42237 6.24667 -3.71770
H -0.47500 7.65571 -4.23108
H -1.04257 6.01165 -4.05302
H -0.52571 7.42562 -6.72557
H -2.10780 7.12808 -6.00593
H -1.13271 5.77376 -6.56219
C -1.17687 3.30036 -11.02001
C -1.79755 3.37580 -9.62800
C -0.80367 3.09136 -8.50400
C -0.18411 1.69467 -8.51628
C -1.19096 0.54810 -8.45779
C -2.02739 0.54045 -7.18130
H -0.79873 2.30122 -11.24082
H -1.91443 3.54694 -11.78422
H -0.34886 4.00546 -11.11525
H -2.64516 2.68786 -9.56642
H -2.20751 4.37811 -9.47930
H -1.30137 3.25650 -7.54242
H 0.00491 3.82848 -8.55303
H 0.49958 1.61118 -7.66309
H 0.43758 1.57671 -9.40808
H -0.64260 -0.39536 -8.52188
H -1.85094 0.57640 -9.32846
H -1.38703 0.47778 -6.29783
H -2.70119 -0.31724 -7.16737
H -2.64032 1.43895 -7.09436
```

The calculation puts the HOMO-LUMO gap at 0.3402 Eh. The calculation puts the LUMO energy at -2.8070 eV. The energy above the lowest of the compared OMol25 structures with the same formula, charge and spin comes out at 0.000 eV. The strongest force on any atom comes out at 3.54 eV/Å. The HOMO energy is -0.443 hartree. Its net charge is +1.



For each record above, in turn, the calculated electronic energy values are -78073.4365 -54752.6822 eV.